{
  "formula": "C24H27NO5",
  "method": "wB97M-V/def2-TZVPD",
  "symbols": ["C", "C", "C", "H", "H", "C", "C", "C", "C", "C", "C", "O", "C", "C", "O", "C", "C", "N", "C", "C", "C", "C", "C", "C", "H", "H", "O", "C", "H", "H", "H", "H", "H", "H", "C", "H", "H", "H", "O", "C", "O", "C", "C", "H", "H", "H", "H", "H", "H", "H", "H", "H", "H", "H", "H", "H", "H"],
  "coordinates": [[3.185667, 1.520963, -4.055125], [1.871932, 0.762287, -3.910107], [2.049657, -0.640529, -3.328743], [2.809855, -1.172851, -3.904140], [1.112509, -1.191560, -3.432831], [2.472473, -0.652293, -1.850376], [1.467274, 0.043179, -0.982418], [1.688915, 1.292670, -0.501861], [0.723951, 2.009341, 0.274135], [0.931720, 3.265508, 0.781982], [-0.027867, 3.926310, 1.603502], [-0.015731, 5.096054, 1.928334], [-1.107048, 2.953653, 2.198831], [-1.640710, 2.065763, 1.087722], [-2.784141, 2.069089, 0.701540], [-0.542771, 1.336864, 0.410433], [-0.730799, 0.104082, -0.112242], [0.261132, -0.577330, -0.749158], [-0.001324, -1.921414, -1.127798], [0.694926, -2.971045, -0.535506], [0.411505, -4.270881, -0.889673], [-0.581936, -4.553076, -1.832224], [-1.291872, -3.500652, -2.404189], [-1.001069, -2.195667, -2.048521], [-1.554556, -1.381465, -2.492620], [-2.073019, -3.682112, -3.124383], [-0.776336, -5.864264, -2.108597], [-1.780911, -6.223561, -3.029042], [-1.580175, -5.811837, -4.022989], [-2.769385, -5.898498, -2.690652], [-1.757346, -7.310674, -3.078839], [0.939466, -5.096604, -0.440786], [1.444645, -2.764837, 0.214173], [-1.674131, -0.406620, 0.005048], [-2.208327, 3.686958, 2.942754], [-2.818470, 4.226120, 2.223458], [-2.833907, 2.972662, 3.473311], [-1.769049, 4.393202, 3.642222], [-0.304815, 2.175581, 3.122826], [-0.656740, 0.922094, 3.357951], [-1.595712, 0.366660, 2.843510], [0.331616, 0.249299, 4.283246], [1.345764, -0.502504, 3.418491], [1.877599, 0.191572, 2.770565], [0.834562, -1.237335, 2.799718], [2.067787, -1.015604, 4.048683], [-0.204116, -0.450813, 4.924071], [0.833044, 1.003397, 4.887852], [1.832774, 3.808075, 0.540975], [2.633181, 1.774350, -0.701453], [3.433252, -0.150112, -1.744005], [2.599507, -1.690298, -1.540882], [1.187780, 1.336016, -3.281454], [1.412119, 0.667057, -4.896285], [3.887930, 0.954957, -4.663577], [3.012526, 2.480586, -4.535524], [3.641986, 1.708746, -3.087195]],
  "forces_ev_per_a": [[-0.266, -0.036, 0.007], [0.144, -0.154, -0.062], [-0.114, 0.182, 0.001], [-0.014, -0.080, -0.026], [0.064, -0.071, -0.037], [-0.051, -0.118, -0.203], [0.462, 0.340, 0.110], [0.019, -0.220, -0.036], [-0.190, 0.369, 0.136], [0.458, -0.140, -0.444], [-0.366, -0.167, 0.217], [-0.038, -0.030, 0.024], [-0.579, 0.721, 0.365], [-0.083, -0.111, -0.336], [0.178, 0.058, 0.082], [0.018, -0.475, -0.470], [-0.074, 0.598, 0.466], [-0.152, 0.155, -0.036], [-0.207, -0.547, -0.209], [-0.179, 0.068, -0.075], [-0.095, -0.136, -0.143], [0.090, 0.198, 0.082], [-0.102, -0.357, -0.061], [0.291, 0.118, 0.218], [-0.035, 0.096, -0.058], [-0.068, -0.054, -0.066], [0.223, 0.092, 0.212], [-0.178, -0.064, -0.167], [-0.011, -0.002, 0.044], [0.039, 0.003, -0.015], [-0.040, 0.086, -0.031], [0.068, -0.102, 0.063], [0.074, 0.037, 0.062], [-0.047, -0.076, 0.001], [0.350, -0.208, -0.107], [-0.053, 0.045, 0.011], [-0.074, -0.050, -0.027], [0.020, 0.025, -0.017], [0.085, 0.455, -0.098], [0.075, -0.731, 0.605], [-0.134, -0.004, 0.187], [-0.078, 0.029, -0.175], [-0.044, 0.051, 0.095], [0.086, 0.030, -0.080], [-0.008, -0.085, -0.062], [0.081, -0.053, -0.007], [-0.042, 0.089, -0.015], [-0.039, -0.040, 0.044], [0.140, 0.040, -0.010], [0.143, -0.044, -0.093], [-0.018, -0.005, 0.111], [0.111, 0.085, 0.035], [-0.094, 0.016, -0.065], [-0.079, 0.033, 0.031], [0.125, -0.033, -0.057], [0.077, 0.115, -0.025], [0.131, 0.062, 0.105]],
  "lumo_ev": 0.20,
  "homo_ev": -7.5,
  "e_tot_ha": -1361.6996,
  "relative_energy_kcal_mol": 35.4,
  "smiles": "CCCCC1=CC2=CC(=O)[C@](C)(OC(=O)CC)C(=O)C2=CN1c1ccc(OC)cc1"
}

{
  "formula": "C24H28AgCl4N4",
  "method": "wB97M-V/def2-TZVPD",
  "symbols": ["Ag", "C", "N", "C", "C", "C", "C", "C", "C", "C", "C", "N", "C", "C", "C", "H", "H", "H", "H", "H", "H", "H", "H", "H", "H", "H", "H", "H", "H", "C", "N", "C", "C", "C", "C", "C", "C", "C", "C", "N", "C", "C", "C", "H", "H", "H", "H", "H", "H", "H", "H", "H", "H", "H", "H", "H", "H", "Cl", "Cl", "Cl", "Cl"],
  "coordinates": [[-0.878262, 2.381758, -2.442843], [2.023401, 7.764212, 10.638865], [0.945557, 7.268876, 9.771548], [0.978549, 7.570990, 8.449649], [-0.107275, 7.386748, 7.656853], [-1.219148, 6.690791, 8.095057], [-1.245307, 6.338294, 9.452164], [-0.122221, 6.613521, 10.279074], [-2.341164, 6.444782, 7.156350], [-2.136403, 5.915901, 5.879917], [-3.106637, 6.025165, 4.835885], [-4.268412, 6.569487, 5.160638], [-4.604732, 7.001572, 6.382776], [-3.670619, 6.794668, 7.453189], [-5.239802, 6.637340, 4.039129], [2.944373, 7.453816, 10.145333], [1.982547, 7.354017, 11.647906], [1.983205, 8.852275, 10.689739], [1.877277, 7.959066, 7.993495], [-0.051289, 7.716924, 6.630086], [-1.979002, 5.653519, 9.851126], [0.058814, 6.376465, 11.317063], [-1.190492, 5.475986, 5.600412], [-2.934205, 5.591793, 3.861803], [-5.612072, 7.384789, 6.452341], [-4.043096, 7.058863, 8.431886], [-6.143137, 7.247342, 4.036774], [-5.478002, 5.602732, 3.792292], [-4.618716, 7.168516, 3.317875], [-0.056000, -5.876814, -2.761583], [0.880185, -6.249890, -3.796164], [0.961852, -7.622137, -4.088445], [1.361939, -8.074006, -5.279951], [1.799477, -7.128281, -6.252626], [1.920020, -5.771071, -5.859518], [1.259709, -5.350793, -4.652002], [2.291115, -7.487969, -7.632306], [2.884553, -8.731901, -7.883487], [3.325424, -9.029814, -9.163386], [3.068295, -8.189420, -10.162937], [2.409424, -7.008046, -10.030481], [2.037250, -6.643543, -8.744506], [3.502703, -8.578701, -11.511424], [-0.260552, -6.726673, -2.110437], [-0.983332, -5.667850, -3.294968], [0.243294, -5.067522, -2.095578], [0.351604, -8.208341, -3.417356], [1.112324, -9.102322, -5.495947], [2.378994, -5.065494, -6.536209], [1.171104, -4.365542, -4.218601], [2.926464, -9.400557, -7.036412], [3.810128, -9.959753, -9.421618], [2.276466, -6.344159, -10.871889], [1.455975, -5.747716, -8.583265], [2.839771, -8.182156, -12.280434], [3.443594, -9.658001, -11.651787], [4.560030, -8.365118, -11.668105], [-1.132105, 7.365447, -2.032005], [2.149193, 0.855109, 1.180110], [-0.429423, 0.553676, -7.265120], [-5.363205, 0.529153, -1.957945]],
  "forces_ev_per_a": [[-0.151, 0.028, 0.033], [0.652, -0.174, -0.366], [-0.595, -0.007, -0.387], [0.173, 0.365, 0.180], [0.246, -0.383, -1.010], [-0.956, -0.187, 0.950], [1.662, -0.658, 1.030], [-0.563, 0.473, -1.302], [-0.844, -0.222, -0.109], [-0.381, 0.557, -1.968], [2.221, -0.902, 3.017], [-1.928, 0.792, -0.541], [1.943, -1.509, 1.687], [-1.640, 1.257, -1.507], [0.883, 0.272, -1.201], [0.175, 0.158, 0.332], [-0.205, -0.126, -0.256], [-0.077, -0.085, -0.036], [0.187, 0.289, 0.507], [0.103, -0.031, -0.097], [-0.320, 0.286, 0.071], [-0.831, -0.316, 0.078], [0.146, 0.029, 0.028], [-0.174, 0.230, -0.148], [0.112, 0.036, 0.425], [0.372, 0.184, 0.165], [0.085, -0.055, 1.364], [0.011, 0.257, -0.406], [-0.369, -0.632, -0.854], [-1.143, -0.255, 1.060], [-0.429, -3.112, 0.155], [-1.521, 1.696, 1.002], [-0.009, 0.309, -1.265], [1.452, 0.836, -0.519], [-1.765, -0.324, 0.949], [2.729, 0.332, -1.801], [-0.978, -0.016, 0.274], [-0.081, 0.379, -0.109], [-0.707, -0.249, 1.569], [0.033, 0.512, -1.890], [0.310, -0.057, 2.234], [-0.042, -0.170, 0.013], [0.250, -0.878, -0.627], [0.189, -0.015, -0.122], [-0.132, 0.392, 0.382], [0.260, 0.188, -0.525], [0.547, -0.297, 0.212], [0.450, -0.136, -0.198], [-0.162, 0.248, 0.184], [0.105, 0.554, -0.866], [0.559, -0.381, -0.312], [0.026, 0.041, 0.015], [-0.060, -0.363, -0.205], [0.121, 0.198, -0.190], [0.281, 0.436, 0.233], [-0.232, -0.072, 0.421], [-0.169, 0.572, -0.050], [-0.025, -0.226, 0.197], [-0.226, 0.064, -0.153], [0.117, -0.198, 0.178], [0.314, 0.068, 0.075]],
  "charge": 1,
  "lumo_ev": -5.52,
  "homo_ev": -6.8,
  "e_tot_ha": -3137.3378,
  "relative_energy_kcal_mol": 276.4
}